# C47H109FO16

A cluster of 12 separate species, C47H109FO16 in total in a non-equilibrium geometry (ωB97M-V with the def2-TZVPD basis set, the Open Molecules 2025 dataset).

XYZ file:
```
173
C47H109FO16 (ωB97M-V with the def2-TZVPD basis set)
H -1.456 -6.090 3.725
C 3.819 -0.820 1.471
C -6.036 1.111 2.169
C -1.175 0.758 -4.713
H 4.922 -3.808 -2.049
C -2.795 -3.494 1.589
C -2.031 6.653 -4.907
H 6.282 -4.363 4.295
H -1.199 -0.093 0.910
H -1.714 3.163 -6.658
H 4.283 -1.266 -3.513
H -2.193 -2.923 -5.165
H -3.309 -5.622 1.118
H 6.393 -2.617 4.742
H -1.411 1.350 6.684
H -2.472 -2.179 -3.562
O 4.708 -3.838 2.564
C -0.449 1.905 0.537
C 5.937 2.554 -0.090
C -3.408 0.815 7.289
H 2.898 1.866 -2.956
O 0.298 -0.049 -0.470
O 5.085 2.598 -1.240
O 6.225 -1.833 -2.971
C 0.294 4.796 4.945
H -6.861 -2.176 -5.142
C -1.211 5.617 -2.962
H 7.558 3.192 -1.318
H -6.783 0.317 2.176
C -4.135 -2.636 4.890
H -0.737 -1.284 -1.627
H -4.408 -4.405 0.475
H 8.602 -0.770 -3.882
C -0.136 0.298 4.303
H -4.549 -2.779 -6.006
C 7.013 3.519 -0.432
H 4.554 -3.766 -3.723
O -3.978 -3.422 -4.243
H -1.667 0.570 -0.692
H -2.627 3.150 -4.231
H -0.131 5.406 5.742
H -1.929 7.147 1.952
H 3.308 -3.538 -2.552
H -1.102 -7.692 4.435
H -3.900 -0.529 -2.171
H -1.646 -7.486 2.753
C 0.359 5.537 3.624
O 0.602 -5.823 2.200
H 1.259 4.409 5.275
H 0.845 -0.073 4.009
H -2.509 1.713 -7.023
H -0.783 -1.725 4.997
C 0.437 -6.860 3.109
H 0.313 1.973 1.313
O -3.706 -3.433 2.696
H -3.573 1.806 7.712
H -2.767 -4.787 -0.178
O -1.550 5.437 -4.327
C -2.194 6.463 -6.417
F -4.073 2.281 -5.250
C 1.293 -1.961 -1.617
H 6.560 -0.326 -1.688
O -4.507 0.250 0.357
H 5.477 2.964 0.809
C 3.784 2.002 -1.011
H 7.756 3.602 0.361
H 6.438 1.605 0.103
H -1.307 6.530 -7.047
C -3.156 -2.638 3.696
H -5.926 1.608 3.133
H 1.146 -2.943 -2.065
C -4.814 0.000 -1.903
C 2.749 2.445 -2.045
C -2.545 -3.095 -4.148
C 0.065 -1.366 -0.893
H -2.665 1.491 5.349
H 7.579 -3.332 3.551
H 2.650 -5.472 2.444
H 1.052 6.361 3.795
H 1.097 -4.377 0.175
H -0.014 5.059 1.023
C 6.825 -0.604 -2.708
H 2.806 -4.227 0.120
C -0.760 5.822 0.800
O -2.420 1.106 -4.272
H 3.884 0.916 -1.002
C -2.008 2.219 -6.197
H -2.751 -2.596 0.973
H 1.629 -1.263 -2.383
C 4.336 -3.257 -2.784
O -2.049 -0.386 5.778
H -0.382 6.323 -2.911
H 8.748 -1.720 -2.335
H 1.873 -3.459 1.407
O -4.679 2.079 -0.892
O -0.884 1.452 -5.800
H 6.539 4.470 -0.675
H -3.932 1.688 1.745
C 1.936 -5.699 1.652
H -2.720 5.518 -6.548
H -2.103 -4.345 -2.399
H 2.283 -6.570 1.095
H 6.517 0.162 -3.421
H 0.017 1.328 4.626
H 3.198 -1.427 2.130
H 1.728 2.264 -1.707
H -0.311 3.895 4.847
H -3.030 6.934 -4.573
H 2.130 -1.928 -0.920
H -2.038 -5.160 -3.871
C -0.716 -0.680 5.301
H -6.427 -2.613 -3.476
H 4.657 -2.358 0.462
H -0.199 -0.785 6.255
H -1.332 3.610 -2.076
H -0.103 -2.080 -0.087
H -4.417 -3.654 5.158
C 5.627 -3.065 2.780
O 5.839 -1.907 2.102
H -4.140 0.229 2.478
O -0.481 -0.096 -4.184
C -2.305 0.938 6.217
H -2.994 -1.591 3.437
C -2.789 2.302 -4.896
H 3.398 2.323 -0.044
H 5.623 -0.824 0.421
H -6.476 -3.786 -4.800
C -1.019 -7.072 3.543
H 0.046 4.567 -1.555
C 8.376 -0.816 -2.817
C 5.060 -1.525 1.038
H 0.877 -7.771 2.703
H -0.216 2.565 -0.298
C -4.751 -2.549 -4.960
C -0.946 6.684 2.037
H -2.184 -3.028 3.999
C 1.979 -4.369 0.816
H -3.580 -2.181 5.710
H -0.680 0.432 3.368
O -0.957 5.909 3.236
H -4.918 0.650 -2.771
H -1.772 -3.693 1.908
H 2.910 3.433 -2.475
C -6.186 -2.772 -4.528
C -0.612 4.362 -2.399
H 4.142 0.095 1.969
C -4.582 0.816 1.672
H -0.077 3.844 -3.195
C -4.682 0.895 -0.712
C 4.822 -1.797 -2.728
H -6.334 1.944 1.532
H -5.597 -0.757 -1.936
H -2.774 7.331 -6.731
H -3.185 0.162 8.132
H -4.539 -1.509 -4.711
C -3.365 -4.611 0.716
H 0.859 4.850 2.941
C -1.766 -4.203 -3.426
C -0.877 0.504 0.056
H -0.166 7.438 2.146
H 4.563 -1.305 -1.791
H -1.344 7.452 -4.627
H 1.102 -6.741 3.964
H -1.693 5.386 0.444
H 8.835 0.041 -2.323
H -0.400 6.479 0.008
H -1.989 6.069 -2.347
H -5.066 -2.090 4.741
H 3.239 -0.600 0.575
C 6.573 -3.365 3.970
H -0.684 -4.133 -3.310
H -1.304 2.351 1.046
H -4.388 0.495 6.935
```

E_HOMO in eV: -9.4
Max |F| in eV Å⁻¹: 5.075
HOMO-LUMO gap in eV: 9.9071
SMILES string: O=C1OC[C@@H](F)O1.CCOC(C)=O.CCOC(C)=O.CCOCC.CCOCC.CCOCC.CCOCC.CCOCC.CCOCC.CCOCC.CCOCC.CCOCC